#1
Entry from the Open Molecules 2025 dataset: an isolated molecule of C3H8ClN (ωB97M-V with the def2-TZVPD basis set).

The value obtained for the HOMO-LUMO gap is 10.7923 eV. The net charge is 0.

Element x y z (Å)
1 C 0.94509 1.13474 -0.14962
2 C 0.02314 0.26380 0.68055
3 C -1.22194 -0.43130 -0.36901
4 N -1.36102 -1.74372 0.02849
5 Cl -2.72767 0.57882 -0.09694
6 H 0.36860 1.31429 -1.07144
7 H 1.26293 2.03792 0.35349
8 H 1.75854 0.53191 -0.44206
9 H 0.65524 -0.51875 1.09817
10 H -0.67774 0.73182 1.32596
11 H -1.12538 -0.36732 -1.41358
12 H -1.37255 -1.87006 1.08434
13 H -2.14801 -2.28566 -0.39017



#2
Entry from the Open Molecules 2025 dataset: a cluster of 2 separate species, C3H8ClN in total (ωB97M-V with the def2-TZVPD basis set).

The value obtained for the HOMO-LUMO gap is 10.1380 eV. The net charge is 0.

Element x y z (Å)
1 C -1.20391 -0.04460 -0.92686
2 C -0.01445 0.10927 1.41663
3 C -0.31095 0.69876 -0.06276
4 N 1.47154 0.72477 -1.08915
5 Cl -0.70761 2.36519 0.02972
6 H -0.98605 -1.17708 -1.00669
7 H -2.23204 -0.09726 -0.51571
8 H -1.35916 0.31643 -1.94863
9 H -0.90038 -0.17812 1.89623
10 H 0.52747 0.85650 1.89447
11 H 0.59753 -0.68757 1.26234
12 H 1.99525 1.35196 -0.53802
13 H 1.83365 -0.19741 -0.93715



#3
Entry from the Open Molecules 2025 dataset: an isolated molecule of C3H8ClN (ωB97M-V with the def2-TZVPD basis set).

The value obtained for the HOMO-LUMO gap is 11.0466 eV. The net charge is 0.

Element x y z (Å)
1 N -2.12863 0.71363 0.07765
2 C -0.95726 -0.43010 -0.05229
3 C 0.35025 0.47569 -0.00996
4 C 1.59323 -0.39379 -0.55291
5 Cl 2.95492 0.55246 0.21558
6 H -2.86798 -0.19599 0.53160
7 H -1.84345 1.23351 1.06081
8 H -1.01382 -1.35617 -0.98991
9 H -0.76886 -1.06136 0.88044
10 H 0.30849 1.45694 -0.45751
11 H 0.72510 0.76119 1.05924
12 H 1.81893 -0.46645 -1.76865
13 H 1.82908 -1.28956 0.00591



#1 is preferred energetically. Next in line: 33.2 kcal/mol higher.